{
  "formula": "C37H69FO26",
  "method": "the ωB97M-V functional and the def2-TZVPD basis",
  "elements": ["C", "C", "O", "O", "C", "C", "C", "C", "C", "F", "C", "O", "C", "O", "O", "H", "H", "H", "H", "H", "H", "H", "H", "H", "H", "H", "H", "H", "C", "C", "O", "C", "O", "O", "C", "H", "H", "H", "H", "H", "H", "H", "H", "C", "C", "O", "C", "O", "O", "C", "H", "H", "H", "H", "H", "H", "H", "H", "C", "C", "O", "C", "O", "O", "C", "H", "H", "H", "H", "H", "H", "H", "H", "C", "C", "O", "C", "O", "O", "C", "H", "H", "H", "H", "H", "H", "H", "H", "C", "C", "O", "C", "O", "O", "C", "H", "H", "H", "H", "H", "H", "H", "H", "C", "C", "O", "C", "O", "O", "C", "H", "H", "H", "H", "H", "H", "H", "H", "C", "C", "O", "C", "O", "O", "C", "H", "H", "H", "H", "H", "H", "H", "H"],
  "xyz": [[5.4949, 0.4066, 1.3189], [5.6418, -1.0078, 0.5834], [6.7632, -1.2407, 0.0310], [4.6273, -2.0234, 0.5339], [3.3278, -1.3960, 0.2120], [2.2841, -2.4246, -0.4509], [1.1145, -2.9261, 0.5308], [0.2797, -1.7586, 1.2516], [-0.5518, -0.8064, 0.2663], [-1.9401, -1.2439, 0.4588], [-0.5339, 0.7773, 0.5057], [0.4875, 1.1224, -0.4908], [0.2369, 0.3126, -1.6448], [0.4884, 0.6294, -2.8297], [-0.3843, -0.9121, -1.1607], [4.4478, 0.8638, 1.2809], [6.2637, 1.1443, 0.8770], [5.7824, 0.3015, 2.4380], [3.5736, -0.5805, -0.5745], [2.8952, -0.9323, 1.1637], [1.8982, -2.0211, -1.4668], [2.9011, -3.3684, -0.7306], [0.4251, -3.6822, -0.0026], [1.6370, -3.5273, 1.3760], [-0.5065, -2.2892, 1.9191], [0.9346, -1.1552, 1.9788], [-1.4850, 1.2793, 0.0862], [-0.3001, 1.0425, 1.6018], [-6.3323, 1.9240, -3.0595], [-7.3645, 0.8924, -2.6432], [-6.7740, -0.4105, -2.5553], [-6.0884, -0.6613, -1.4265], [-5.9397, 0.0999, -0.4995], [-5.5757, -1.9003, -1.5181], [-4.7575, -2.2707, -0.4088], [-5.8278, 1.6141, -3.9780], [-6.8012, 2.8965, -3.2213], [-5.5594, 2.0369, -2.2946], [-8.1464, 0.8329, -3.4039], [-7.8502, 1.1650, -1.7020], [-5.2817, -2.1226, 0.5380], [-3.8273, -1.7015, -0.4270], [-4.5177, -3.3304, -0.5066], [5.9413, -3.0452, -3.6213], [7.0165, -2.0275, -3.2873], [7.4431, -1.3343, -4.4679], [6.6417, -0.3354, -4.8734], [5.6214, 0.0231, -4.3341], [7.1610, 0.1839, -6.0004], [6.3648, 1.2143, -6.5819], [6.2783, -3.7128, -4.4185], [5.6864, -3.6398, -2.7418], [5.0332, -2.5534, -3.9805], [7.8936, -2.5429, -2.8899], [6.6813, -1.3240, -2.5210], [6.1291, 1.9929, -5.8532], [5.4495, 0.7874, -6.9988], [6.9388, 1.6644, -7.3929], [-3.2434, 6.7597, -5.3789], [-3.6452, 5.7938, -6.4782], [-4.7949, 5.0316, -6.0895], [-5.9772, 5.6562, -6.2251], [-6.1471, 6.7761, -6.6444], [-6.9397, 4.8239, -5.7893], [-8.2481, 5.3917, -5.8099], [-3.1128, 6.2307, -4.4314], [-2.3123, 7.2694, -5.6340], [-4.0171, 7.5150, -5.2178], [-2.8367, 5.0791, -6.6477], [-3.8222, 6.3116, -7.4250], [-8.4877, 5.8013, -6.7934], [-8.3314, 6.1631, -5.0406], [-8.9617, 4.5981, -5.5845], [5.8764, -3.8499, 2.9607], [5.5098, -2.4663, 3.4624], [4.4644, -2.5418, 4.4417], [4.8559, -2.8730, 5.6842], [5.9884, -3.0986, 6.0375], [3.7611, -2.9321, 6.4637], [4.0268, -3.3465, 7.8026], [4.9873, -4.3782, 2.6070], [6.6008, -3.7860, 2.1465], [6.3095, -4.4556, 3.7613], [5.1224, -1.8717, 2.6335], [6.3811, -1.9375, 3.8603], [4.8110, -2.7383, 8.2582], [4.3019, -4.4038, 7.8175], [3.1113, -3.2177, 8.3815], [-1.6828, 4.0559, 7.6424], [-0.8355, 4.3222, 6.4120], [-0.8729, 3.2018, 5.5169], [-1.9616, 3.1209, 4.7318], [-2.8851, 3.8973, 4.7110], [-1.8501, 2.0065, 3.9875], [-2.9755, 1.7469, 3.1488], [-1.3902, 3.1143, 8.1139], [-1.5766, 4.8655, 8.3669], [-2.7398, 3.9652, 7.3790], [0.2076, 4.4523, 6.7105], [-1.1423, 5.2396, 5.9020], [-3.2195, 2.6139, 2.5311], [-3.8348, 1.4531, 3.7558], [-2.7171, 0.9169, 2.4894], [-6.2515, -4.6913, -2.7349], [-6.4375, -5.3450, -4.0915], [-5.4747, -6.3885, -4.2898], [-5.7622, -7.5616, -3.7008], [-6.7446, -7.8057, -3.0414], [-4.7524, -8.4132, -3.9544], [-4.8959, -9.6839, -3.3230], [-5.2189, -4.3578, -2.6075], [-6.9185, -3.8351, -2.6239], [-6.4599, -5.3980, -1.9268], [-6.2666, -4.6058, -4.8775], [-7.4553, -5.7236, -4.2204], [-5.8653, -10.1327, -3.5500], [-4.7626, -9.5807, -2.2435], [-4.1143, -10.3400, -3.7083], [2.4958, 1.8430, 4.9493], [2.2203, 3.2821, 4.5539], [3.1677, 4.1662, 5.1667], [4.3649, 4.2419, 4.5601], [4.6962, 3.6469, 3.5615], [5.1398, 5.0789, 5.2715], [6.4721, 5.1963, 4.7750], [2.5402, 1.7450, 6.0370], [1.7183, 1.1807, 4.5632], [3.4605, 1.5064, 4.5598], [1.2332, 3.5753, 4.9176], [2.2145, 3.4078, 3.4673], [6.4789, 5.4492, 3.7126], [7.0191, 4.2674, 4.9533], [6.9647, 6.0001, 5.3233]],
  "forces_ev_per_angstrom": [[-0.13, 0.05, 0.49], [3.86, -0.47, -1.91], [-4.82, 0.43, 2.41], [0.54, 2.56, -0.34], [-0.68, 0.66, -0.84], [0.79, -0.92, -0.28], [0.66, -0.02, 0.39], [-0.21, -0.68, -0.08], [-2.33, 0.16, 0.69], [1.94, 0.76, -0.23], [-0.21, -1.13, -0.77], [-0.54, -0.92, -1.35], [0.24, 0.91, -1.64], [-1.16, -1.96, 5.90], [1.64, 2.09, 0.10], [1.49, -0.73, -0.01], [-1.35, -1.45, 0.47], [-0.56, -0.06, -1.88], [-0.72, -1.16, 1.41], [0.62, -0.53, -1.33], [0.53, -0.50, 1.92], [-0.98, 1.56, 0.43], [1.00, 1.43, 0.71], [-0.93, 1.02, -1.29], [1.21, 1.09, -1.17], [-0.90, -0.72, -1.35], [1.15, -1.06, 1.23], [0.02, -0.10, -2.04], [0.29, -0.06, 0.13], [-0.11, 0.66, -0.14], [0.08, -0.36, 0.49], [0.14, 0.07, -0.21], [-0.11, -0.35, -0.35], [-0.38, 0.53, 0.03], [0.35, -0.17, 0.34], [-0.18, 0.07, -0.02], [0.01, -0.07, -0.04], [-0.17, 0.01, 0.01], [0.15, -0.31, 0.05], [0.21, -0.16, 0.00], [0.05, 0.12, -0.14], [-0.25, -0.02, 0.08], [-0.17, 0.12, -0.23], [-0.21, 0.10, -0.24], [-0.30, -0.41, 0.51], [-0.11, 0.61, -0.27], [0.03, -0.35, 0.07], [0.46, -0.06, -0.24], [-0.07, -0.13, 0.42], [-0.18, 0.33, -0.25], [0.08, -0.02, 0.14], [0.07, 0.05, -0.02], [0.08, 0.02, 0.13], [0.06, 0.22, -0.25], [0.02, -0.01, -0.24], [-0.08, -0.20, -0.02], [0.01, 0.11, 0.17], [0.13, -0.25, 0.14], [-0.27, 0.14, 0.16], [0.56, 0.38, -0.01], [-0.58, 0.00, -0.20], [0.23, 0.06, 0.15], [0.02, -0.54, 0.14], [0.36, 0.16, -0.21], [-0.46, 0.10, 0.02], [0.12, -0.04, -0.13], [-0.04, -0.07, 0.00], [0.09, -0.04, -0.14], [-0.30, -0.16, 0.08], [-0.20, -0.04, 0.17], [0.13, 0.07, 0.16], [0.02, 0.03, -0.20], [0.30, -0.07, 0.01], [0.02, -0.21, 0.23], [0.49, -0.13, -0.44], [-0.04, 0.15, 0.63], [0.02, -0.16, -0.23], [-0.54, 0.17, -0.10], [0.31, 0.15, -0.30], [-0.01, -0.12, 0.46], [0.04, 0.16, -0.12], [-0.09, 0.05, 0.01], [0.04, 0.15, -0.05], [-0.25, -0.27, 0.61], [-0.12, -0.17, 0.20], [0.01, -0.16, -0.16], [0.13, 0.16, 0.02], [-0.02, 0.05, -0.31], [-0.28, -0.18, -0.08], [-0.09, 0.44, 0.61], [-0.31, -0.07, -0.49], [-0.11, 0.03, 0.25], [0.49, -0.39, -0.07], [0.21, 0.35, 0.16], [-0.39, -0.15, -0.34], [0.12, 0.13, 0.01], [0.04, -0.04, -0.06], [0.11, 0.13, -0.02], [-0.02, -0.24, -0.22], [-0.10, -0.24, -0.07], [-0.03, -0.03, 0.21], [0.04, 0.17, -0.10], [0.15, 0.04, 0.22], [0.01, -0.28, 0.21], [-0.33, 0.54, 0.26], [-0.07, -0.65, -0.04], [0.07, 0.29, 0.08], [0.42, 0.03, -0.34], [-0.35, 0.30, -0.04], [0.04, -0.43, 0.15], [-0.12, 0.11, -0.17], [0.11, -0.03, -0.06], [-0.10, 0.02, -0.13], [0.22, -0.27, -0.03], [0.19, -0.16, 0.10], [0.06, 0.17, 0.13], [-0.18, -0.03, -0.09], [0.01, 0.30, -0.09], [0.32, -0.06, -0.02], [-0.45, -0.48, -0.12], [0.50, 0.33, -0.28], [-0.09, -0.14, 0.21], [-0.13, 0.29, 0.39], [-0.39, -0.23, -0.28], [0.47, 0.12, -0.10], [-0.17, 0.02, -0.07], [-0.02, 0.07, 0.06], [-0.11, 0.05, -0.06], [0.41, 0.12, 0.02], [0.23, 0.04, 0.12], [-0.05, -0.18, 0.11], [-0.08, 0.06, -0.17], [-0.29, -0.09, 0.09]],
  "orbital_gap_ev": 10.79,
  "e_homo_ha": -0.3872,
  "total_energy_ev": -95439.35443,
  "smiles": "CC(=O)OCCCC[C@@]1(F)COC(=O)O1.CCOC(=O)OC.CCOC(=O)OC.CCOC(=O)OC.CCOC(=O)OC.CCOC(=O)OC.CCOC(=O)OC.CCOC(=O)OC",
  "multiplicity": 1,
  "largest_force_ha_per_bohr": 0.123
}